CH3N3O2S | ωB97M-V/def2-TZVPD

Atoms and positions in Å:
C 1.38 0.01 0.60
N -1.42 0.91 -0.82
N 2.01 -0.44 -0.56
N -1.64 -0.04 -0.10
O 1.64 -1.46 -1.14
O -2.68 -0.51 0.20
S -0.30 -0.63 1.07
H 2.15 -0.17 1.44
H 1.11 1.10 0.62
H -2.24 1.23 -1.30

## Properties
Gap between HOMO and LUMO ... 9.0 eV
SMILES ... [H]/N=[N+](\[O-])SCN=O
Net charge ... 0

natural (NBO) atomic charge list, values in e, 4 entries: atom 1 (C): -0.4888, atom 2 (N): -0.4680, atom 3 (N): 0.1248, atom 4 (N): 0.2993

***

CH3N3O6P2 | ωB97M-V/def2-TZVPD

Atoms and positions in Å:
C 1.16 -1.07 -1.54
N 1.89 -1.88 -1.97
N 0.21 -0.19 -1.58
N -0.06 0.03 1.54
O 0.94 1.94 -0.09
O -1.52 1.70 0.69
O -2.04 -0.72 -0.09
O 2.79 -2.75 -1.96
O 0.35 2.62 2.31
O -2.68 -0.01 2.30
P 0.11 1.74 1.14
P -1.77 0.10 1.14
H -0.67 -0.48 -1.10
H 0.49 0.71 -1.13
H 0.13 -0.16 2.51

## Properties
Gap between HOMO and LUMO ... 8.1 eV
Net charge ... -2

natural (NBO) atomic charge list, values in e, 4 entries: atom 1 (C): 0.4568, atom 2 (N): 0.0245, atom 3 (N): -0.8877, atom 4 (N): -1.3394

***

CH3N3OS | ωB97M-V/def2-TZVPD

Atoms and positions in Å:
C 2.93 0.90 0.09
N 2.89 2.00 -0.21
N -0.46 0.40 -0.25
N -0.08 0.26 0.89
O 2.11 -1.26 -0.91
S 2.90 -0.76 0.45
H -1.48 0.47 -0.43
H 1.20 -0.93 -0.91
H -0.77 0.23 1.66

## Properties
Gap between HOMO and LUMO ... 9.5 eV
SMILES ... [H]/N=N\[H].N#CSO
Net charge ... 0

natural (NBO) atomic charge list, values in e, 4 entries: atom 1 (C): -0.0101, atom 2 (N): -0.2978, atom 3 (N): -0.3077, atom 4 (N): -0.2754

***

CH3N3OS | ωB97M-V/def2-TZVPD

Atoms and positions in Å:
C -0.66 -0.67 0.92
N -0.88 0.75 -0.99
N 0.76 -0.45 -2.01
N -0.91 0.45 0.21
O 1.91 0.73 -0.02
S 1.99 0.02 -1.29
H -0.34 -1.55 0.34
H -0.69 -0.49 2.02
H -1.16 1.20 0.83

## Properties
Gap between HOMO and LUMO (alpha / beta) ... 7.5 / 6.6 eV
Net charge ... 0

natural (NBO) atomic charge list, values in e, 4 entries: atom 1 (C): -0.1784, atom 2 (N): 0.0053, atom 3 (N): -0.7758, atom 4 (N): -0.3054

***

CH3N3S | ωB97M-V/def2-TZVPD

Atoms and positions in Å:
C -0.72 -0.18 -0.05
N 0.30 0.65 -0.14
N 3.24 0.14 0.01
N -1.94 0.00 -0.04
S 1.83 -0.33 -0.05
H 0.16 1.63 -0.07
H -0.28 -1.25 -0.03
H -2.58 -0.66 0.38

## Properties
Gap between HOMO and LUMO ... 8.4 eV
Net charge ... 0

natural (NBO) atomic charge list, values in e, 4 entries: atom 1 (C): 0.2891, atom 2 (N): -0.8162, atom 3 (N): -0.6616, atom 4 (N): -0.7322

***

CH3N3S2 | ωB97M-V/def2-TZVPD

Atoms and positions in Å:
C -0.93 -1.47 0.60
N -1.68 -0.47 0.83
N 0.14 0.49 -0.87
N 1.14 1.33 -0.41
S 0.18 -1.27 -0.82
S -1.35 0.90 -0.06
H -0.87 -2.28 1.27
H 1.80 1.39 -1.15
H 1.55 1.39 0.60

## Properties
Gap between HOMO and LUMO ... 9.0 eV
Net charge ... 0

natural (NBO) atomic charge list, values in e, 4 entries: atom 1 (C): -0.1062, atom 2 (N): -0.5694, atom 3 (N): -0.5574, atom 4 (N): -0.6805

***

CH3N4O | ωB97M-V/def2-TZVPD

Atoms and positions in Å:
C -1.24 -0.31 -1.60
N -1.68 -1.02 -2.44
N 0.82 0.02 1.46
N 1.44 -0.63 0.54
N -0.68 0.73 -1.07
O -0.93 1.14 0.21
H 1.49 0.63 1.86
H -0.05 0.74 0.92
H 0.82 -1.30 0.13

## Properties
Gap between HOMO and LUMO (alpha / beta) ... 8.4 / 6.4 eV
Net charge ... -1

natural (NBO) atomic charge list, values in e, 4 entries: atom 1 (C): 0.3513, atom 2 (N): -0.5332, atom 3 (N): -0.5350, atom 4 (N): -0.4470

***

CH3N5O | ωB97M-V/def2-TZVPD

Atoms and positions in Å:
C 0.62 -0.57 -0.04
H -0.96 -0.40 -2.21
H -1.76 -1.24 -0.87
H 1.56 -2.24 -0.06
N -1.36 -0.32 -1.37
N -0.28 0.39 -0.56
N -0.46 1.49 0.09
N 0.11 1.26 1.32
N 0.82 -1.71 -0.45
O 0.71 -0.06 1.26

## Properties
Gap between HOMO and LUMO ... 9.6 eV
SMILES ... [H]/N=c1\onnn1N
Net charge ... 0

natural (NBO) atomic charge list, values in e, 4 entries: atom 1 (C): 0.6421, atom 2 (H): 0.3644, atom 3 (H): 0.3977, atom 4 (H): 0.3843

***

CH3N5O | ωB97M-V/def2-TZVPD

Atoms and positions in Å:
C 0.02 0.40 -0.46
H -2.76 1.41 -0.61
H 1.80 -1.10 1.42
H -0.64 -1.06 0.93
N -0.95 1.01 -0.93
N 1.29 0.44 -0.97
N 2.03 -0.35 -0.39
N 1.31 -1.03 0.55
N 0.06 -0.39 0.70
O -2.16 0.65 -0.23

## Properties
Gap between HOMO and LUMO ... 9.3 eV
SMILES ... O/N=c1/nn[nH][nH]1
Net charge ... 0

natural (NBO) atomic charge list, values in e, 4 entries: atom 1 (C): 0.3928, atom 2 (H): 0.4918, atom 3 (H): 0.3819, atom 4 (H): 0.4107

***

CH3N5Se | ωB97M-V/def2-TZVPD

Atoms and positions in Å:
C -0.22 -0.65 0.08
N 0.26 -1.86 0.22
N 1.55 -1.72 0.09
N 1.92 -0.50 -0.11
N 0.81 0.21 -0.13
N 0.77 1.55 -0.40
Se -3.27 0.14 -0.10
H 0.02 2.01 0.12
H 1.68 1.97 -0.24
H -3.51 -1.15 0.48

## Properties
Gap between HOMO and LUMO (alpha / beta) ... 6.4 / 6.4 eV
Net charge ... 0

natural (NBO) atomic charge list, values in e, 4 entries: atom 1 (C): 0.3531, atom 2 (N): -0.3562, atom 3 (N): -0.0605, atom 4 (N): -0.0909

***

CH3NO | ωB97M-V/def2-TZVPD

Atoms and positions in Å:
C -1.09 0.29 0.13
N 1.31 -0.35 0.35
O -1.95 -0.47 0.09
H -0.96 1.30 0.06
H 1.08 -1.11 -0.29
H 1.61 0.33 -0.34

## Properties
Gap between HOMO and LUMO (alpha / beta) ... 8.5 / 10.2 eV
Net charge ... 0

natural (NBO) atomic charge list, values in e, 4 entries: atom 1 (C): 0.5280, atom 2 (N): -0.8576, atom 3 (O): -0.4236, atom 4 (H): 0.1475

***

CH3NO | ωB97M-V/def2-TZVPD

Atoms and positions in Å:
C 0.37 0.04 -0.22
O -0.18 1.12 -0.72
N -0.39 -0.53 0.63
H -0.06 -1.38 1.07
H -1.02 1.06 -0.04
H 1.27 -0.31 -0.72

## Properties
Gap between HOMO and LUMO ... 11.4 eV
SMILES ... [H]/N=C/O
Net charge ... 0

natural (NBO) atomic charge list, values in e, 4 entries: atom 1 (C): 0.4102, atom 2 (O): -0.6655, atom 3 (N): -0.7727, atom 4 (H): 0.3590

***

CH3NO2 | ωB97M-V/def2-TZVPD

Atoms and positions in Å:
C -1.54 0.75 0.28
N -2.44 -0.12 -0.03
O -2.24 -1.32 0.17
O -4.05 0.41 -0.46
H -1.80 1.86 0.24
H 12.68 -2.00 -1.02
H -0.60 0.42 0.82

## Properties
Gap between HOMO and LUMO ... 4.2 eV
Net charge ... -2

natural (NBO) atomic charge list, values in e, 4 entries: atom 1 (C): -0.3376, atom 2 (N): 0.2903, atom 3 (O): -0.5446, atom 4 (O): -0.7549

***

CH3NO2 | ωB97M-V/def2-TZVPD

Atoms and positions in Å:
C 1.39 -0.17 1.31
N 2.17 0.50 0.59
O 2.02 1.05 -0.58
O 4.16 0.49 1.40
H 1.94 -0.68 2.20
H -11.94 -0.95 -6.05
H 0.26 -0.24 1.13

## Properties
Gap between HOMO and LUMO (alpha / beta) ... 3.6 / 4.0 eV
Net charge ... -2

natural (NBO) atomic charge list, values in e, 4 entries: atom 1 (C): -0.2835, atom 2 (N): 0.1777, atom 3 (O): -0.4974, atom 4 (O): -0.7751

***

CH3NO2 | ωB97M-V/def2-TZVPD

Atoms and positions in Å:
C -0.39 0.47 -0.28
N 0.37 -0.37 0.55
O 0.48 -0.38 1.72
O 1.31 -1.72 -0.46
H -0.75 1.33 0.29
H -1.23 -0.11 -0.68
H 0.22 0.77 -1.14

## Properties
Gap between HOMO and LUMO (alpha / beta) ... 8.5 / 8.4 eV
Net charge ... 0

natural (NBO) atomic charge list, values in e, 4 entries: atom 1 (C): -0.5075, atom 2 (N): 0.4038, atom 3 (O): -0.1620, atom 4 (O): -0.5045

***

CH3NO2 | ωB97M-V/def2-TZVPD

Atoms and positions in Å:
C 0.24 -0.04 0.04
N 1.67 0.03 0.01
O 2.26 -0.02 1.06
O 2.28 0.31 -1.09
H 0.08 1.00 0.30
H -0.17 -0.17 -0.93
H -0.26 -0.68 0.79

## Properties
Gap between HOMO and LUMO ... 11.0 eV
SMILES ... C[N+](=O)[O-]
Net charge ... 0

natural (NBO) atomic charge list, values in e, 4 entries: atom 1 (C): -0.4863, atom 2 (N): 0.5074, atom 3 (O): -0.3395, atom 4 (O): -0.4093

***

CH3NO2 | ωB97M-V/def2-TZVPD

Atoms and positions in Å:
C -1.51 0.02 0.00
N 1.72 -0.03 -0.04
O 2.14 -1.14 0.03
O 2.19 1.06 0.04
H -1.27 1.06 0.11
H -1.31 -0.47 -0.93
H -1.97 -0.51 0.80

## Properties
Gap between HOMO and LUMO (alpha / beta) ... 7.6 / 10.4 eV
Net charge ... 0

natural (NBO) atomic charge list, values in e, 4 entries: atom 1 (C): -0.4946, atom 2 (N): 0.5262, atom 3 (O): -0.2649, atom 4 (O): -0.2668

***

CH3NO2P | ωB97M-V/def2-TZVPD

Atoms and positions in Å:
C 1.42 -0.18 -0.25
N -1.52 -0.03 0.16
O 1.41 -1.47 -0.61
O 2.27 0.47 0.30
P -0.25 0.71 -0.70
H -1.23 -0.43 1.06
H -1.83 -0.86 -0.35
H -0.28 1.78 0.39

## Properties
Gap between HOMO and LUMO ... 8.0 eV
SMILES ... NPC(=O)[O-]
Net charge ... -1

natural (NBO) atomic charge list, values in e, 4 entries: atom 1 (C): 0.5537, atom 2 (N): -1.1464, atom 3 (O): -0.8364, atom 4 (O): -0.7179

***

CH3NO2P | ωB97M-V/def2-TZVPD

Atoms and positions in Å:
C 0.64 0.12 0.24
N 1.54 0.98 0.36
O 0.82 -1.83 -1.18
O -0.43 -2.37 0.91
P 0.99 -1.73 0.32
H -0.57 0.49 -0.50
H 1.45 1.76 -0.29
H -1.27 -2.07 0.56

## Properties
Gap between HOMO and LUMO ... 7.6 eV
Net charge ... -1

natural (NBO) atomic charge list, values in e, 4 entries: atom 1 (C): -0.1131, atom 2 (N): -0.7358, atom 3 (O): -1.1784, atom 4 (O): -1.0573

***

CH3NO2P | ωB97M-V/def2-TZVPD

Atoms and positions in Å:
C -0.84 0.34 -0.13
N -1.46 -1.00 0.21
O 1.68 -1.17 0.22
O 1.59 1.30 0.26
P 0.89 -0.06 -0.38
H -1.38 0.91 -0.93
H -2.42 -1.19 -0.28
H 1.94 0.85 1.03

## Properties
Gap between HOMO and LUMO (alpha / beta) ... 6.7 / 6.7 eV
SMILES ... [H]/N=C/P([O-])O
Net charge ... -1

natural (NBO) atomic charge list, values in e, 4 entries: atom 1 (C): -0.4270, atom 2 (N): -0.7740, atom 3 (O): -1.1515, atom 4 (O): -1.0307

***

Calculated energy above the lowest of the compared OMol25 structures with the same formula, charge and spin (kJ/mol), listed in the same order as above: 567.2; 90.5; 351.2; 699.9; 127.7; 74.4; 314.0; 346.3; 215.2; 346.9; 408.3; 99.6; 300.3; 439.1; 785.9; 412.8; 642.5; 28.8; 117.2; 211.9
Calculated max |F| (Eh/bohr), listed in the same order as above: 0.0727; 0.0357; 0.0352; 0.0598; 0.0957; 0.0548; 0.0529; 0.1330; 0.0615; 0.0510; 0.0799; 0.0582; 0.0883; 0.0820; 0.1339; 0.0939; 0.0087; 0.0940; 0.0750; 0.1571